{"formula": "C37H36Cl2N5O5V", "method": "wB97M-V/def2-TZVPD", "elements": ["V", "Cl", "Cl", "O", "O", "O", "O", "O", "N", "N", "N", "N", "N", "C", "C", "C", "C", "C", "C", "C", "C", "C", "C", "C", "C", "C", "C", "C", "C", "C", "C", "C", "C", "C", "C", "C", "C", "C", "C", "C", "C", "C", "C", "C", "C", "C", "C", "C", "C", "C", "H", "H", "H", "H", "H", "H", "H", "H", "H", "H", "H", "H", "H", "H", "H", "H", "H", "H", "H", "H", "H", "H", "H", "H", "H", "H", "H", "H", "H", "H", "H", "H", "H", "H", "H", "H"], "positions_angstrom": [[1.48691, 0.25977, 0.86437], [-1.86653, -1.19784, 2.40805], [1.03021, -1.24945, 3.09313], [1.59220, -6.21234, -2.39208], [-0.67995, -6.49291, -2.67245], [2.88508, 0.66244, 1.69613], [2.18423, -1.53515, -0.04262], [0.12657, -0.89992, 0.07190], [1.77374, 2.32618, -2.78788], [-1.22651, 1.29672, -1.56466], [-3.37302, -0.39216, -0.25285], [-4.35224, 0.15188, -2.17715], [1.86201, 1.20979, -0.90075], [4.05198, 2.72314, 1.85635], [-2.25719, 5.52585, 3.12510], [-4.88427, -1.07444, -1.82642], [1.44501, -4.00399, -1.33038], [5.32104, 0.44015, -2.06551], [3.83117, 1.38487, 2.54069], [-6.10089, -3.09426, -1.78765], [-0.63308, -1.87996, 3.43292], [3.16929, 1.54144, 3.89833], [4.24902, 0.36908, -1.19964], [-0.86189, -3.20783, -1.09142], [-2.59770, 1.71070, -1.28679], [5.26093, 1.17422, -3.26017], [-0.60479, 2.42532, 1.89988], [5.09787, 0.55241, 2.60951], [3.09599, 1.06554, -1.55558], [1.10205, 1.96952, -1.68202], [0.59696, -7.10806, -2.88615], [-1.27036, 4.64631, 2.71255], [-4.25876, -1.39942, -0.61667], [-3.58420, 5.11860, 3.15886], [-5.81577, -1.90832, -2.43534], [0.23708, 1.62065, 1.54807], [-1.36811, -4.36361, -1.68237], [0.92726, -5.12593, -1.90660], [-5.48233, -3.43622, -0.57415], [-1.61074, 3.34491, 2.33742], [0.51065, -3.03282, -0.92088], [-4.56172, -2.60000, 0.02570], [4.11941, 1.85590, -3.62659], [-2.94724, 2.93786, 2.37304], [-0.44416, -5.30162, -2.07879], [3.04591, 1.77971, -2.74773], [-3.45365, 0.49091, -1.20686], [0.97754, -1.80620, -0.29568], [-0.30649, 2.41486, -1.46683], [-3.92725, 3.82673, 2.78169], [-0.54633, 3.13118, -2.25855], [2.20023, 2.03047, 3.79482], [5.81440, 1.04014, 3.27065], [-1.99116, 6.53193, 3.42059], [6.12557, 1.19946, -3.90888], [3.10983, 3.26795, 1.78409], [-4.35231, 5.80873, 3.48161], [4.88472, -0.44065, 3.00497], [-0.82095, -1.63128, 4.47019], [3.03080, 0.57335, 4.37918], [-0.23369, 4.95471, 2.68030], [-4.54625, 0.67810, -3.01056], [-6.81939, -3.77541, -2.22338], [0.74381, -7.26629, -3.95450], [-0.36347, 2.94862, -0.51218], [1.37884, 2.87778, -3.53107], [-5.74225, -4.37329, -0.09978], [4.75824, 3.31761, 2.43621], [-2.68426, 2.27339, -0.34636], [4.06428, 2.41816, -4.54869], [4.29134, -0.22514, -0.29935], [-0.57852, -2.95035, 3.27664], [-2.42963, -4.51383, -1.82174], [0.64019, -8.04580, -2.33203], [-4.96126, 3.50979, 2.81118], [5.55490, 0.45523, 1.62476], [4.46088, 2.57774, 0.85551], [3.80608, 2.15344, 4.53761], [2.50651, -3.85653, -1.19148], [6.23068, -0.09262, -1.82336], [-2.94595, 2.36107, -2.09450], [-4.08844, -2.85550, 0.96500], [-1.53472, -2.42690, -0.75741], [-0.97791, 0.56451, -0.90723], [-6.29615, -1.64771, -3.36913], [-3.19989, 1.92497, 2.08386]], "forces_ev_per_a": [[0.46, -0.16, -0.04], [0.03, 0.03, -0.02], [-0.01, -0.01, -0.04], [0.00, 0.00, 0.00], [0.00, 0.00, 0.00], [-0.04, 0.19, 0.05], [-0.04, 0.03, 0.07], [-0.20, -0.02, -0.02], [0.00, 0.01, 0.00], [0.02, 0.00, -0.05], [0.02, 0.00, 0.03], [0.02, -0.04, -0.02], [-0.01, -0.02, 0.03], [-0.01, -0.01, -0.01], [0.01, 0.00, 0.00], [0.01, 0.00, 0.00], [0.01, 0.01, 0.01], [0.00, 0.00, -0.01], [0.03, -0.03, 0.00], [0.01, 0.00, 0.00], [-0.02, -0.03, 0.02], [0.00, 0.01, 0.00], [0.01, -0.02, 0.00], [0.03, 0.03, 0.00], [-0.06, 0.04, -0.02], [0.00, 0.00, 0.01], [0.03, -0.04, 0.24], [0.00, 0.00, 0.00], [0.01, -0.03, 0.00], [0.05, 0.01, -0.03], [0.00, 0.00, 0.00], [-0.02, -0.01, -0.01], [-0.01, 0.00, 0.01], [0.00, 0.00, 0.00], [-0.01, 0.00, 0.00], [-0.12, -0.02, -0.20], [0.00, 0.03, 0.02], [0.00, -0.01, 0.00], [0.00, 0.00, 0.00], [-0.02, 0.00, -0.07], [-0.06, 0.03, -0.02], [0.00, 0.01, 0.00], [0.00, 0.00, 0.00], [-0.01, 0.00, 0.03], [0.00, -0.01, -0.01], [0.01, 0.02, 0.01], [-0.05, 0.02, 0.00], [-0.14, 0.04, 0.02], [0.00, 0.02, -0.06], [0.00, 0.00, 0.00], [0.00, 0.00, 0.01], [0.00, 0.00, 0.00], [0.00, 0.00, 0.00], [0.00, 0.00, 0.00], [0.00, 0.00, 0.00], [0.00, 0.01, 0.00], [0.00, 0.00, 0.00], [0.00, 0.00, 0.00], [0.00, 0.01, 0.00], [0.00, 0.00, 0.00], [0.00, 0.01, 0.01], [0.00, 0.00, 0.00], [0.00, 0.00, 0.00], [0.00, 0.00, 0.00], [0.01, 0.01, 0.02], [0.01, 0.00, 0.00], [0.00, 0.00, 0.00], [0.00, 0.00, 0.00], [0.01, -0.03, -0.03], [0.00, 0.00, 0.00], [0.01, 0.02, -0.01], [0.02, 0.00, 0.01], [0.00, 0.00, 0.00], [0.00, 0.00, 0.00], [0.00, 0.00, 0.00], [0.00, 0.00, 0.00], [0.00, 0.01, 0.00], [0.00, 0.00, 0.00], [0.00, 0.00, 0.00], [0.00, 0.00, 0.00], [0.00, 0.01, 0.02], [0.00, 0.00, 0.00], [0.01, -0.03, 0.00], [0.02, -0.03, 0.06], [0.00, 0.00, 0.00], [-0.01, -0.01, 0.01]], "homo_ev": [-10.488, -10.502], "multiplicity": 2, "total_charge": 1, "total_energy_ha": -3945.79339, "lumo_ev": [-3.672, -3.179], "de_lowest_kcal_mol": 15.72, "s_squared": 0.77, "orbital_gap_ha": [0.2505, 0.2691]}